No. 1
Formula: C48H35N3O2SSiTeTl
Source: OMol25
Level of theory: ωB97M-V with the def2-TZVPD basis set

- LUMO energy: 0.0542 hartree
- Energy relative to the best compared isomer or geometry (same formula, charge and spin): 1.219 eV
- Kohn-Sham gap: 4.87 eV
- F_max: 0.0186 Eh/bohr

The geometry in ORCA input format:
```
! wB97M-V def2-TZVPD RIJCOSX def2/J DEFGRID3
* xyz -1 1
Tl -1.2930 0.3414 -0.9775
O -3.3346 7.0094 -3.8243
C -2.3378 6.3771 -4.2049
O -1.4374 6.6658 -5.0120
C -2.1800 4.9589 -3.5564
C -1.1601 4.1256 -3.9859
C -1.0251 2.8640 -3.4291
N -1.8169 2.4476 -2.4200
C -2.8382 3.2216 -2.0380
C -3.0469 4.4821 -2.5978
C -3.7647 2.6617 -1.0464
C -4.6485 3.4640 -0.3500
C -5.5320 2.9012 0.5472
C -5.4692 1.5424 0.7913
C -4.5925 0.7815 0.0070
N -3.7539 1.3113 -0.8799
C -0.0423 1.8948 -3.9702
C 0.7841 2.2184 -5.0499
C 1.6017 1.2566 -5.6068
C 1.5979 -0.0218 -5.0677
C 0.7782 -0.2546 -3.9811
N -0.0209 0.6629 -3.4468
H -0.5184 4.5151 -4.7629
H -3.8819 5.1119 -2.3239
H -4.6493 4.5316 -0.5158
H -6.2349 3.5208 1.0861
H -6.1649 1.0654 1.4633
H -4.5711 -0.2975 0.1015
H 0.7746 3.2208 -5.4494
H 2.2284 1.4947 -6.4563
H 2.2079 -0.8169 -5.4723
H 0.7572 -1.2309 -3.5100
C 5.1256 -1.8673 3.4218
C 5.3430 -1.0484 2.3254
C 4.4917 -1.1153 1.2315
C 3.4159 -2.0031 1.2016
C 3.2371 -2.8465 2.3015
C 4.0734 -2.7729 3.4018
Si 2.0148 -1.7998 -0.0730
C 2.6217 -0.4067 -1.2031
C 3.6496 -0.7499 -2.0860
C 4.2873 0.2071 -2.8572
C 3.8958 1.5371 -2.7777
C 2.8616 1.8938 -1.9265
C 2.2403 0.9317 -1.1413
C 1.7872 -3.3195 -1.1803
C 2.7395 -4.3340 -1.2657
C 2.4941 -5.4943 -1.9875
C 1.2799 -5.6610 -2.6370
C 0.3373 -4.6432 -2.6091
C 0.5973 -3.4845 -1.8947
H 5.7650 -1.7955 4.2925
H 6.1659 -0.3441 2.3303
H 4.6413 -0.4397 0.3981
H 2.4110 -3.5496 2.3036
H 3.8931 -3.4035 4.2636
H 3.9668 -1.7855 -2.1535
H 5.1049 -0.0815 -3.5063
H 4.4079 2.2911 -3.3618
H 2.5474 2.9281 -1.8607
H 1.4596 1.2439 -0.4555
H 3.6858 -4.2171 -0.7483
H 3.2382 -6.2797 -2.0320
H 1.0626 -6.5875 -3.1532
H -0.6055 -4.7601 -3.1290
H -0.1482 -2.6955 -1.8809
Te -3.2556 1.1688 2.9734
C -4.3211 0.5675 4.6691
C -5.0072 1.3742 5.5392
C -5.6067 0.6922 6.6305
C -5.3916 -0.6482 6.5909
S -4.4659 -1.0754 5.2009
H -5.0665 2.4417 5.3818
H -6.1676 1.1805 7.4161
H -5.7016 -1.4196 7.2775
C 1.0287 0.3562 4.7991
C 1.7287 0.7689 3.6508
C 1.5504 0.1206 2.4609
C 0.6890 -0.9950 2.3557
C 0.5580 -1.7549 1.1510
C -0.3965 -2.7470 1.1117
C -1.1768 -3.0783 2.2304
C -0.9448 -2.4602 3.4228
C -0.0365 -1.3840 3.5090
C 0.1550 -0.6898 4.7253
H 1.1849 0.8805 5.7327
H 2.3968 1.6193 3.7072
H 2.0793 0.4739 1.5840
H -0.5342 -3.3342 0.2151
H -1.9063 -3.8746 2.1518
H -1.4767 -2.7634 4.3094
H -0.4198 -0.9941 5.5916
*
```

=====

No. 2
Formula: C48H36BBr2N2O10P2
Source: OMol25
Level of theory: ωB97M-V with the def2-TZVPD basis set

- LUMO energy: -0.0027 hartree
- Energy relative to the best compared isomer or geometry (same formula, charge and spin): 1.971 eV
- Kohn-Sham gap: 5.04 eV
- F_max: 0.1131 Eh/bohr

The geometry in ORCA input format:
```
! wB97M-V def2-TZVPD RIJCOSX def2/J DEFGRID3
* xyz -1 1
C 2.8267 5.6818 -1.0761
C 4.1259 5.3146 -0.1425
N 3.5938 4.8104 1.1372
B 4.5285 3.9718 1.9602
O 3.6784 3.3624 3.0654
C 4.3375 3.4946 4.3236
N 4.8792 3.1350 5.3504
P 5.8533 5.0664 2.8643
P 7.1604 6.1305 1.4990
O 7.3553 5.4925 0.1159
O 6.7029 7.7855 1.3067
O 8.7201 6.1796 2.2543
C 5.2500 2.7034 1.2046
Br 7.2203 2.4218 1.5330
C 4.6489 1.7361 0.3529
C 5.5115 0.5431 -0.3267
Br 2.7120 1.7963 -0.0522
H 3.1183 6.5241 -1.7915
H 2.5857 4.6965 -1.6355
H 1.9646 5.9689 -0.3766
H 4.7444 4.5866 -0.7649
H 4.6471 6.3353 0.0274
H 2.6291 4.4658 1.0949
H 5.0659 6.1067 3.5087
H 7.0489 8.0218 0.4171
H 8.5405 5.8960 3.1897
H 5.8241 -0.2208 0.4600
H 4.8883 0.0863 -1.1877
H 6.4527 0.9787 -0.8414
C -0.2345 3.8465 3.2157
C 0.6568 2.7767 3.2721
C 0.1750 1.4758 3.3809
C -1.1995 1.2425 3.4451
C -2.0904 2.3168 3.4126
C -1.6050 3.6191 3.2861
C -3.5476 2.0875 3.5295
O -4.3281 3.0250 3.4977
C -4.0447 0.7023 3.6946
C -5.4116 0.4746 3.8638
C -5.8888 -0.8243 4.0063
C -5.0047 -1.9005 3.9711
C -3.6419 -1.6767 3.8084
C -3.1587 -0.3738 3.6795
C -1.7021 -0.1455 3.5425
O -0.9283 -1.0885 3.5162
H 0.1411 4.8608 3.1220
H 1.7235 2.9506 3.2263
H 0.8732 0.6456 3.4195
H -2.2929 4.4577 3.2469
H -6.1065 1.3083 3.8889
H -6.9514 -0.9987 4.1428
H -5.3782 -2.9145 4.0749
H -2.9575 -2.5191 3.7867
C -8.6916 -7.7504 0.0830
C -8.2242 -9.0189 -0.2540
C -6.9046 -9.3682 0.0116
C -6.0439 -8.4442 0.6050
C -6.5055 -7.1661 0.9201
C -7.8352 -6.8245 0.6682
C -5.5894 -6.1600 1.5047
O -5.9931 -5.0439 1.7836
C -4.1749 -6.5275 1.7368
C -3.2864 -5.5726 2.2334
C -1.9579 -5.9122 2.4673
C -1.5143 -7.2087 2.2151
C -2.3950 -8.1617 1.7150
C -3.7253 -7.8200 1.4657
C -4.6457 -8.8313 0.9001
O -4.2578 -9.9656 0.6747
H -9.7242 -7.4816 -0.1162
H -8.8900 -9.7368 -0.7223
H -6.5476 -10.3597 -0.2485
H -8.2037 -5.8360 0.9235
H -3.6254 -4.5611 2.4351
H -1.2676 -5.1662 2.8486
H -0.4794 -7.4751 2.4045
H -2.0421 -9.1687 1.5160
C 4.9716 1.3762 -4.2017
C 5.3463 1.1649 -5.5270
C 4.3801 1.1262 -6.5265
C 3.0327 1.2870 -6.2014
C 2.6554 1.4743 -4.8709
C 3.6294 1.5301 -3.8723
C 1.2257 1.5969 -4.5064
O 0.8946 1.7641 -3.3461
C 0.2031 1.5045 -5.5734
C -1.1507 1.5606 -5.2386
C -2.1181 1.4879 -6.2354
C -1.7374 1.3683 -7.5703
C -0.3899 1.3065 -7.9074
C 0.5830 1.3647 -6.9079
C 2.0137 1.2622 -7.2742
O 2.3475 1.1531 -8.4430
H 5.7272 1.4155 -3.4233
H 6.3931 1.0323 -5.7812
H 4.6788 0.9664 -7.5578
H 3.3443 1.6890 -2.8369
H -1.4544 1.6570 -4.2007
H -3.1705 1.5266 -5.9721
H -2.4926 1.3188 -8.3485
H -0.0995 1.2084 -8.9487
*
```

=====

Question: Which of these has the highest Kohn-Sham gap?
Answer: C48H36BBr2N2O10P2

=====

Question: Which value of LUMO energy does entry 2 give?
Answer: -0.0027 hartree

=====

Question: The lowest energy relative to the best compared isomer or geometry (same formula, charge and spin) belongs to which entry?
Answer: C48H35N3O2SSiTeTl